The following is a quantum chemistry calculation of C5H13NO as an isolated structure in a non-equilibrium geometry, from OMol25.

Computed properties:
E_tot ... -328.15272 hartree
Energy above the lowest of the compared OMol25 structures with the same formula, charge and spin ... 436.2 kJ/mol
E_LUMO ... 0.76 eV
Gap between HOMO and LUMO ... 8.40 eV
Charge ... 0

Geometry (Å):
C (1.5309, -0.7583, -0.1786)
C (-1.1998, -1.4408, -0.6668)
C (-0.4717, -0.7519, 0.4580)
N (1.9403, -0.4633, -1.5083)
O (-0.5026, -1.0941, 1.6320)
H (1.8088, 0.5018, -1.7798)
H (1.5446, -1.0772, -2.2073)
H (2.1431, -0.2662, 0.5776)
H (1.5297, -1.8256, 0.0277)
H (-1.0079, -0.9646, -1.6293)
H (-0.8787, -2.4843, -0.7070)
H (-2.2729, -1.4244, -0.4694)
C (-0.8524, 1.1420, 0.2197)
C (-0.3887, 1.9049, 1.4379)
H (0.6368, 2.2672, 1.3241)
H (-0.4309, 1.2580, 2.3189)
H (-1.0225, 2.7746, 1.6330)
H (-0.5599, 1.5796, -0.7386)
H (-1.9302, 0.9903, 0.2065)
H (0.3839, 0.1322, 0.0497)

Now the Mulliken charges, all in e: C -0.89; C -1.25; C 1.07; N -0.50; O -0.71; H 0.24; H 0.26; H 0.37; H 0.41; H 0.31; H 0.36; H 0.39; C -0.70; C -1.08; H 0.29; H 0.31; H 0.37; H 0.37; H 0.45; H -0.09